[1]
{"formula": "C4H6LiO3", "method": "ωB97M-V with the def2-TZVPD basis set", "s_squared": 0.754, "spin_multiplicity": 2, "total_charge": 2, "symbols": ["H", "O", "C", "O", "Li", "O", "C", "H", "H", "H", "C", "C", "H", "H"], "xyz": [[1.6915, 2.4194, -0.3215], [-0.0033, 1.0225, 0.2068], [-0.3199, -0.3347, -0.1377], [0.3995, -1.2299, 0.1889], [1.3833, -2.5927, 0.3155], [-1.4111, -0.2975, -0.7873], [-2.0738, -1.5616, -1.0691], [-1.4673, -2.1185, -1.7910], [-2.1920, -2.1111, -0.1296], [-3.0399, -1.2807, -1.4894], [1.2182, 1.3617, 0.2652], [1.7691, 2.2064, 1.2499], [1.1864, 2.3706, 2.1612], [2.8592, 2.1460, 1.3382]], "forces_ev_per_a": [[-0.7, -0.3, 0.4], [-1.4, -1.5, -1.1], [-1.4, 1.6, -0.8], [0.1, 0.1, 0.2], [0.7, -1.2, 0.2], [0.6, 0.3, 0.7], [-0.3, -0.7, -0.2], [-0.2, 0.1, 0.1], [0.0, 0.1, -0.2], [0.2, -0.1, 0.1], [2.3, 3.3, 2.3], [0.7, -3.8, -0.7], [-0.4, 1.2, -0.4], [-0.2, 0.9, -0.4]], "mulliken_spin": [0.0232, 0.1391, 0.0085, 0.0033, 0.0000, 0.0033, 0.0003, 0.0002, 0.0000, 0.0002, 0.6287, 0.1471, 0.0516, -0.0056]}

[2]
{"formula": "C4H6MgO3", "method": "ωB97M-V with the def2-TZVPD basis set", "total_charge": 2, "symbols": ["H", "O", "Mg", "O", "C", "O", "C", "C", "C", "H", "H", "H", "H", "H"], "xyz": [[-2.7353, -1.6000, -0.2839], [0.3656, -0.8025, -0.2353], [-2.8433, -0.4499, -1.6270], [-1.0240, 0.4210, -1.4551], [0.0119, 0.2423, -0.8577], [0.7966, 1.3650, -0.4723], [0.6523, 2.4771, -1.0406], [0.9020, -0.9151, 1.0626], [0.3426, -1.8422, 1.8410], [1.4871, 3.1758, -0.9256], [-0.1901, 2.6377, -1.7260], [0.6080, -1.8265, 2.8983], [1.4680, -0.0431, 1.3810], [0.1586, -2.8395, 1.4406]], "forces_ev_per_a": [[-0.3, 0.6, -0.8], [-0.4, 0.1, -2.5], [-0.1, -1.1, 0.9], [0.7, 0.6, -1.3], [-1.4, -1.7, 2.6], [1.1, 1.1, -0.4], [0.4, -0.3, -0.7], [-0.8, 0.8, 2.3], [2.6, -0.7, -0.4], [-0.4, 0.2, 0.4], [0.1, 0.1, 0.2], [-0.1, 0.2, -0.2], [-0.1, -0.2, -0.1], [-1.3, 0.4, -0.1]], "nbo_charge": [-0.5207, -0.3890, 1.5019, -0.7337, 1.0604, -0.3739, 0.4761, 0.0504, -0.3104, 0.2646, 0.2318, 0.2635, 0.2190, 0.2601]}

Number 1: calculated total energy -10571.2476 eV. Number 2: calculated total energy -15810.0777 eV.